1.
A structure of composition C38H47KN6O6S6 in a non-equilibrium geometry, computed with ωB97M-V/def2-TZVPD.

Atoms and positions in Å:
K: 0.568 -0.162 0.319
S: 4.306 -0.593 0.492
S: -3.568 1.267 -1.460
S: 2.203 -2.135 -1.574
S: -2.137 0.708 1.549
S: -3.929 -3.781 -1.297
S: -2.829 -0.805 -3.967
O: -1.525 -0.687 -0.337
O: 2.766 2.629 -2.225
O: -0.769 0.513 2.069
O: 2.023 5.088 1.383
O: -1.084 3.358 0.742
O: -0.061 2.119 -1.871
N: 4.235 -5.126 4.565
N: 2.864 1.093 -3.886
N: -1.775 4.580 -1.029
N: 1.654 -7.046 1.943
N: 3.126 3.212 2.033
N: 0.973 -1.779 2.389
C: -2.690 -2.723 -0.698
C: -0.035 -3.829 3.640
C: -3.221 -5.154 -0.535
C: -2.086 -4.820 0.129
C: 3.551 -4.082 2.317
C: 0.327 3.304 -1.180
C: 2.139 -6.021 1.722
C: 3.921 3.157 0.811
C: -3.016 4.932 -0.368
C: -2.870 1.883 2.791
C: 2.311 -4.104 0.243
C: -5.085 -0.726 -0.987
C: 0.430 -3.843 5.101
C: 2.676 -4.746 1.427
C: -2.469 -1.256 -1.134
C: 2.750 -2.822 -0.096
C: -1.785 -3.433 0.030
C: -0.657 -2.075 -4.392
C: -0.837 -2.063 -2.983
C: 2.201 1.844 -2.975
C: -5.253 1.552 -1.332
C: -3.767 -0.427 -1.177
C: 0.667 1.816 -3.049
C: -5.940 0.407 -1.076
C: 3.929 -4.670 3.549
C: -1.598 5.059 -2.387
C: -0.894 3.751 -0.396
C: 4.023 -2.818 1.977
C: -1.965 -1.414 -2.593
C: 0.527 -2.695 2.918
C: 2.157 4.146 2.165
C: 3.652 -2.147 0.801
C: 3.293 2.067 2.915
C: 4.287 0.837 -3.687
C: 1.226 3.984 3.349
C: -1.655 -1.434 -5.057
C: 2.196 0.173 -4.791
C: -3.105 -0.682 2.239
H: 3.559 3.903 0.114
H: -2.759 -0.843 3.260
H: -0.919 -2.956 0.470
H: -3.697 -6.117 -0.632
H: 4.696 -2.313 2.658
H: 4.417 -0.148 -3.237
H: -3.931 2.021 2.572
H: -0.054 -4.662 5.632
H: -1.124 -3.763 3.584
H: -0.634 5.552 -2.516
H: -0.131 -2.502 -2.290
H: -5.641 2.553 -1.443
H: 0.670 3.047 3.261
H: -1.773 -1.295 -6.121
H: -2.906 -1.556 1.630
H: 0.682 4.060 -1.882
H: -2.376 5.791 -2.596
H: -3.058 6.005 -0.157
H: 3.089 2.324 3.953
H: -7.014 0.354 -0.959
H: -3.868 4.659 -0.996
H: 1.508 -3.984 5.155
H: 1.770 3.982 4.294
H: 1.647 -4.616 -0.443
H: -2.721 1.510 3.805
H: 0.174 -2.904 5.593
H: 2.643 1.241 2.628
H: 4.687 1.574 -2.999
H: 0.277 -4.745 3.139
H: 0.381 2.538 -3.831
H: 2.873 -0.032 -5.621
H: 4.974 3.344 1.042
H: -5.457 -1.720 -0.795
H: -1.468 -5.531 0.661
H: -3.070 4.381 0.566
H: -1.677 4.245 -3.113
H: 4.807 0.899 -4.648
H: 3.828 2.173 0.353
H: 1.120 3.110 -0.460
H: 0.524 4.813 3.338
H: 1.958 -0.773 -4.302
H: -4.164 -0.425 2.207
H: 1.287 0.612 -5.201
H: 4.322 1.722 2.829
H: -2.331 2.817 2.648
H: 0.184 -2.553 -4.876
H: 0.317 0.825 -3.337

Values from the calculation:
- E_HOMO (eV) = -1.06
- E_LUMO (Eh) = 0.12900
- Kohn-Sham gap (eV) = 4.57
- charge = -2
- energy relative to the best compared isomer or geometry (same formula, charge and spin) (eV) = 2.041

Atomic partial charges in e from the Löwdin method, atoms 1 to 99: number 1, K, carries 0.60; number 2, S, carries 0.46; number 3, S, carries 1.03; number 4, S, carries 0.50; number 5, S, carries 0.81; number 6, S, carries 1.02; number 7, S, carries 1.00; number 8, O, carries -0.46; number 9, O, carries 0.04; number 10, O, carries -0.66; number 11, O, carries 0.00; number 12, O, carries 0.03; number 13, O, carries -0.12; number 14, N, carries 0.12; number 15, N, carries -0.14; number 16, N, carries -0.13; number 17, N, carries 0.12; number 18, N, carries -0.14; number 19, N, carries 0.19; number 20, C, carries -0.44; number 21, C, carries -0.21; number 22, C, carries -0.43; number 23, C, carries -0.18; number 24, C, carries -0.24; number 25, C, carries -0.11; number 26, C, carries -0.24; number 27, C, carries -0.05; number 28, C, carries -0.05; number 29, C, carries -0.24; number 30, C, carries -0.10; number 31, C, carries -0.15; number 32, C, carries -0.09; number 33, C, carries -0.25; number 34, C, carries -0.63; number 35, C, carries -0.79; number 36, C, carries -0.12; number 37, C, carries -0.20; number 38, C, carries -0.15; number 39, C, carries -0.41; number 40, C, carries -0.42; number 41, C, carries -0.48; number 42, C, carries -0.10; number 43, C, carries -0.20; number 44, C, carries -0.22; number 45, C, carries -0.05; number 46, C, carries -0.40; number 47, C, carries -0.11; number 48, C, carries -0.44; number 49, C, carries -0.19; number 50, C, carries -0.52; number 51, C, carries -0.81; number 52, C, carries -0.06; number 53, C, carries -0.04; number 54, C, carries -0.01; number 55, C, carries -0.44; number 56, C, carries -0.06; number 57, C, carries -0.21; number 58, H, carries 0.07; number 59, H, carries 0.05; number 60, H, carries 0.11; number 61, H, carries 0.05; number 62, H, carries 0.09; number 63, H, carries 0.08; number 64, H, carries 0.04; number 65, H, carries 0.07; number 66, H, carries 0.11; number 67, H, carries 0.09; number 68, H, carries 0.02; number 69, H, carries 0.05; number 70, H, carries 0.08; number 71, H, carries 0.05; number 72, H, carries 0.03; number 73, H, carries 0.12; number 74, H, carries 0.08; number 75, H, carries 0.09; number 76, H, carries 0.07; number 77, H, carries 0.09; number 78, H, carries 0.08; number 79, H, carries 0.06; number 80, H, carries 0.07; number 81, H, carries 0.10; number 82, H, carries 0.04; number 83, H, carries 0.07; number 84, H, carries 0.08; number 85, H, carries 0.08; number 86, H, carries 0.09; number 87, H, carries 0.14; number 88, H, carries 0.08; number 89, H, carries 0.09; number 90, H, carries 0.06; number 91, H, carries 0.10; number 92, H, carries 0.08; number 93, H, carries 0.09; number 94, H, carries 0.08; number 95, H, carries 0.03; number 96, H, carries 0.12; number 97, H, carries 0.08; number 98, H, carries 0.06; number 99, H, carries 0.05

2.
An isolated molecule of C5H6OS2 in a non-equilibrium geometry, computed with ωB97M-V/def2-TZVPD.

Atoms and positions in Å:
S: -2.079 -1.757 1.647
S: 0.935 1.730 -0.786
O: -0.617 -0.060 0.022
C: -0.868 -1.248 0.670
C: 0.822 0.002 -0.183
C: 1.233 -0.739 -1.347
C: 0.209 2.532 0.735
C: 1.785 -1.163 -2.420
H: 0.005 3.584 0.384
H: 1.005 2.706 1.577
H: 2.250 -1.793 -3.215
H: -0.712 1.864 1.138
H: 0.116 -1.667 0.797
H: 1.493 -0.095 0.638

Values from the calculation:
- E_HOMO (eV) = -9.04
- E_LUMO (Eh) = -0.00759
- Kohn-Sham gap (eV) = 8.83
- energy relative to the best compared isomer or geometry (same formula, charge and spin) (eV) = 4.493
- SMILES = C#C[C@H](OC=S)SC

How positive or negative is each atom? The Löwdin charges in e answer that: number 1, S, carries 0.68; number 2, S, carries 0.87; number 3, O, carries -0.21; number 4, C, carries -0.70; number 5, C, carries -0.64; number 6, C, carries -0.17; number 7, C, carries -0.38; number 8, C, carries 0.15; number 9, H, carries 0.03; number 10, H, carries 0.06; number 11, H, carries 0.06; number 12, H, carries 0.09; number 13, H, carries 0.05; number 14, H, carries 0.12

3.
A structure of composition C2H7N3OS in a non-equilibrium geometry, computed with ωB97M-V/def2-TZVPD.

Atoms and positions in Å:
S: -3.101 -0.592 0.041
O: 1.080 -0.404 0.628
N: -1.378 -0.323 -0.506
N: -1.331 2.032 -0.182
N: 0.675 0.914 0.243
C: 2.249 -0.728 -0.402
C: -0.705 0.964 -0.101
H: 0.937 1.573 1.103
H: 2.759 -1.540 0.224
H: 1.853 -1.205 -1.405
H: -2.726 -1.372 1.612
H: -2.297 1.926 -0.197
H: 2.850 0.161 -0.549
H: -0.866 -1.406 -0.508

Values from the calculation:
- E_HOMO (eV) = -9.23
- E_LUMO (Eh) = -0.00540
- Kohn-Sham gap (eV) = 9.08
- energy relative to the best compared isomer or geometry (same formula, charge and spin) (eV) = 4.987

How positive or negative is each atom? The Löwdin charges in e answer that: number 1, S, carries 0.54; number 2, O, carries -0.25; number 3, N, carries -0.41; number 4, N, carries 0.12; number 5, N, carries -0.03; number 6, C, carries -0.02; number 7, C, carries -0.55; number 8, H, carries 0.19; number 9, H, carries 0.09; number 10, H, carries 0.10; number 11, H, carries 0.02; number 12, H, carries -0.02; number 13, H, carries 0.06; number 14, H, carries 0.15

4.
An isolated molecule of C8H13BrN2O2 in a non-equilibrium geometry, computed with ωB97M-V/def2-TZVPD.

Atoms and positions in Å:
Br: 1.375 -2.142 -2.961
O: -0.315 2.159 -1.617
O: 0.714 0.994 -0.024
N: -1.461 -1.925 -0.207
N: -1.611 -0.732 -0.712
C: -0.083 1.114 -1.100
C: 1.964 2.996 -0.175
C: 0.610 -1.506 -1.226
C: 0.321 -3.805 -0.222
C: -0.514 -0.264 -1.548
C: -0.347 -2.524 -0.544
C: -2.916 -0.241 -0.777
C: 0.923 2.246 0.631
H: 1.238 -1.077 -0.459
H: -3.402 -0.367 -1.730
H: 2.219 3.930 0.483
H: -3.427 -0.816 -0.051
H: -0.022 -4.237 0.729
H: -0.102 2.696 0.679
H: 1.335 -3.595 -0.427
H: 1.514 3.362 -1.075
H: 0.025 -4.562 -0.908
H: -3.137 0.750 -0.470
H: -0.883 -0.198 -2.554
H: 2.756 2.301 -0.383
H: 1.306 2.093 1.707

Values from the calculation:
- E_HOMO (eV) = -8.01
- E_LUMO (Eh) = 0.02604
- Kohn-Sham gap (eV) = 8.72
- energy relative to the best compared isomer or geometry (same formula, charge and spin) (eV) = 0.000
- SMILES = CCOC(=O)[C@H]1[C@H](Br)C(C)=NN1C

How positive or negative is each atom? The Löwdin charges in e answer that: number 1, Br, carries 0.66; number 2, O, carries 0.13; number 3, O, carries -0.04; number 4, N, carries 0.12; number 5, N, carries -0.23; number 6, C, carries -0.47; number 7, C, carries -0.07; number 8, C, carries -0.49; number 9, C, carries -0.06; number 10, C, carries -0.13; number 11, C, carries -0.34; number 12, C, carries -0.06; number 13, C, carries -0.23; number 14, H, carries 0.09; number 15, H, carries 0.09; number 16, H, carries 0.12; number 17, H, carries 0.08; number 18, H, carries 0.10; number 19, H, carries 0.14; number 20, H, carries 0.04; number 21, H, carries 0.05; number 22, H, carries 0.07; number 23, H, carries 0.08; number 24, H, carries 0.13; number 25, H, carries 0.08; number 26, H, carries 0.15

5.
A structure of composition C27H27N7O6 in a non-equilibrium geometry, computed with ωB97M-V/def2-TZVPD.

Atoms and positions in Å:
O: -0.803 2.101 2.842
O: 3.364 -1.658 5.582
O: 0.108 -3.781 0.338
O: 1.882 0.063 5.560
O: -0.846 1.375 0.789
O: 1.769 -4.140 1.876
N: 0.724 0.787 -1.407
N: 2.460 -3.419 2.814
N: -0.468 1.247 2.014
N: 0.888 -3.302 1.156
N: -1.481 0.570 -1.505
N: 2.522 -1.046 4.950
N: 1.014 0.704 4.705
C: 4.729 -0.204 -0.383
C: 0.332 1.644 -2.539
C: -2.574 -2.085 -1.495
C: 1.711 -2.002 -1.837
C: -3.045 2.842 -0.170
C: 0.336 -0.882 1.313
C: 2.091 0.439 -1.149
C: 6.097 -0.528 0.156
C: -3.586 1.488 -0.548
C: -3.394 -0.890 -1.091
C: -1.164 1.497 -2.614
C: 4.313 1.125 -0.494
C: -4.942 1.300 -0.310
C: -5.544 0.047 -0.406
C: 1.090 -0.016 3.547
C: 0.290 0.081 2.302
C: -4.747 -1.041 -0.778
C: 2.028 -2.124 2.685
C: 1.107 -1.998 1.594
C: -6.998 -0.095 -0.065
C: -2.828 0.398 -1.037
C: 2.613 2.915 -0.776
C: -0.360 0.309 -0.787
C: 2.541 -0.900 -1.239
C: 3.823 -1.202 -0.769
C: 2.017 -1.069 3.657
C: 3.003 1.465 -0.835
H: 6.030 -1.125 1.077
H: -0.204 -0.496 0.038
H: -5.189 -2.036 -0.839
H: 3.256 3.423 -0.037
H: -3.231 -2.967 -1.497
H: -3.273 3.021 0.899
H: -1.756 -2.310 -0.789
H: -7.610 0.595 -0.658
H: 0.831 1.336 -3.470
H: -2.150 -1.996 -2.509
H: 6.631 0.406 0.373
H: 2.783 3.438 -1.733
H: 0.665 -1.981 -1.499
H: -5.535 2.164 -0.006
H: 1.710 -1.973 -2.941
H: 4.124 -2.250 -0.727
H: 6.695 -1.103 -0.563
H: -1.492 1.078 -3.583
H: 2.130 -2.969 -1.522
H: -7.170 0.147 0.993
H: -1.955 2.932 -0.244
H: 0.624 2.673 -2.305
H: 5.014 1.919 -0.219
H: -1.685 2.454 -2.456
H: 1.574 3.067 -0.448
H: -7.341 -1.114 -0.253
H: -3.550 3.651 -0.728

Values from the calculation:
- E_HOMO (eV) = -8.21
- E_LUMO (Eh) = -0.05195
- Kohn-Sham gap (eV) = 6.79
- energy relative to the best compared isomer or geometry (same formula, charge and spin) (eV) = 0.316

How positive or negative is each atom? The Löwdin charges in e answer that: number 1, O, carries 0.11; number 2, O, carries 0.08; number 3, O, carries 0.05; number 4, O, carries 0.03; number 5, O, carries -0.02; number 6, O, carries 0.04; number 7, N, carries 0.01; number 8, N, carries 0.14; number 9, N, carries -0.22; number 10, N, carries -0.15; number 11, N, carries 0.00; number 12, N, carries -0.16; number 13, N, carries 0.15; number 14, C, carries -0.26; number 15, C, carries -0.08; number 16, C, carries -0.03; number 17, C, carries -0.03; number 18, C, carries -0.06; number 19, C, carries 0.07; number 20, C, carries -0.12; number 21, C, carries -0.05; number 22, C, carries -0.19; number 23, C, carries -0.18; number 24, C, carries -0.08; number 25, C, carries -0.01; number 26, C, carries -0.02; number 27, C, carries -0.26; number 28, C, carries -0.12; number 29, C, carries -0.08; number 30, C, carries 0.00; number 31, C, carries -0.11; number 32, C, carries -0.13; number 33, C, carries -0.05; number 34, C, carries -0.12; number 35, C, carries -0.04; number 36, C, carries -0.13; number 37, C, carries -0.19; number 38, C, carries -0.01; number 39, C, carries -0.04; number 40, C, carries -0.19; number 41, H, carries 0.09; number 42, H, carries 0.04; number 43, H, carries 0.12; number 44, H, carries 0.09; number 45, H, carries 0.08; number 46, H, carries 0.10; number 47, H, carries 0.06; number 48, H, carries 0.08; number 49, H, carries 0.14; number 50, H, carries 0.09; number 51, H, carries 0.08; number 52, H, carries 0.09; number 53, H, carries 0.06; number 54, H, carries 0.13; number 55, H, carries 0.10; number 56, H, carries 0.12; number 57, H, carries 0.08; number 58, H, carries 0.13; number 59, H, carries 0.08; number 60, H, carries 0.09; number 61, H, carries 0.06; number 62, H, carries 0.10; number 63, H, carries 0.12; number 64, H, carries 0.12; number 65, H, carries 0.08; number 66, H, carries 0.07; number 67, H, carries 0.09

6.
The ion C5H8N with charge +1 in a non-equilibrium geometry, computed with ωB97M-V/def2-TZVPD.

Atoms and positions in Å:
N: -0.103 -0.436 0.580
C: 0.737 0.653 -0.025
C: 0.285 0.827 -1.435
C: 1.107 -0.427 -1.073
C: -1.132 -0.087 1.607
C: 0.230 -1.349 -0.284
H: -0.828 0.769 -1.537
H: 1.178 1.309 0.757
H: -0.831 0.926 1.819
H: 2.118 -0.455 -1.470
H: -2.102 -0.081 1.099
H: -1.166 -0.711 2.478
H: -0.166 -2.338 -0.316
H: 0.674 1.403 -2.200

Values from the calculation:
- E_HOMO (eV) = -15.21
- E_LUMO (Eh) = -0.18430
- Kohn-Sham gap (eV) = 10.20
- charge = +1
- energy relative to the best compared isomer or geometry (same formula, charge and spin) (eV) = 3.334
- SMILES = C[N+]1=C[C@H]2C[C@H]21

How positive or negative is each atom? The Löwdin charges in e answer that: number 1, N, carries -0.05; number 2, C, carries -0.13; number 3, C, carries 0.01; number 4, C, carries -0.07; number 5, C, carries 0.06; number 6, C, carries 0.13; number 7, H, carries 0.14; number 8, H, carries 0.18; number 9, H, carries 0.09; number 10, H, carries 0.15; number 11, H, carries 0.11; number 12, H, carries 0.10; number 13, H, carries 0.15; number 14, H, carries 0.10